{"formula": "C24H62O3", "method": "wB97M-V/def2-TZVPD", "multiplicity": 1, "e_tot_ha": -1177.2859, "smiles": "CCCCCC.CCCCCC.CCCCCC.CCCCCC.O.O.O", "elements": ["C", "C", "C", "C", "C", "C", "H", "H", "H", "H", "H", "H", "H", "H", "H", "H", "H", "H", "H", "H", "C", "C", "C", "C", "C", "C", "H", "H", "H", "H", "H", "H", "H", "H", "H", "H", "H", "H", "H", "H", "C", "C", "C", "C", "C", "C", "H", "H", "H", "H", "H", "H", "H", "H", "H", "H", "H", "H", "H", "H", "C", "C", "C", "C", "C", "C", "H", "H", "H", "H", "H", "H", "H", "H", "H", "H", "H", "H", "H", "H", "O", "H", "H", "O", "H", "H", "O", "H", "H"], "positions_angstrom": [[-3.0690, 0.5949, -2.0104], [-3.2264, -0.3219, -0.7900], [-1.8586, -0.7198, -0.2148], [-0.9016, 0.2668, 0.3947], [0.5218, -0.1908, 0.3733], [1.4019, 0.7736, 1.0719], [-2.5906, 1.5342, -1.7375], [-4.0764, 0.7806, -2.4172], [-2.4948, 0.1208, -2.8404], [-3.7809, 0.2570, -0.0525], [-3.7600, -1.2108, -1.0664], [-1.3038, -1.2606, -0.9964], [-1.9601, -1.4825, 0.5980], [-1.0131, 1.2528, -0.0740], [-1.2050, 0.4994, 1.4217], [0.5074, -1.2384, 0.7919], [0.8700, -0.3523, -0.6868], [2.4458, 0.5748, 0.9831], [1.3638, 1.7715, 0.6735], [1.0473, 0.8738, 2.1123], [1.1454, 0.6678, -3.5512], [0.7811, -0.7908, -3.6108], [1.8798, -1.6338, -4.3166], [3.1743, -1.7902, -3.5381], [3.0981, -2.3264, -2.1447], [4.2928, -1.7943, -1.3651], [1.2963, 1.0579, -4.5473], [1.9848, 0.9117, -2.9106], [0.3067, 1.2289, -3.1301], [0.5758, -1.1676, -2.6147], [-0.1660, -0.9050, -4.1845], [2.1340, -1.2582, -5.3082], [1.4193, -2.5813, -4.4168], [3.8112, -2.4222, -4.1539], [3.6299, -0.7795, -3.4759], [2.2613, -2.0575, -1.5123], [2.9787, -3.4247, -2.2267], [4.2208, -2.3314, -0.3623], [5.2840, -2.0574, -1.8028], [4.0518, -0.7387, -1.1562], [-2.3103, 4.7447, -0.2566], [-0.9450, 4.5808, -0.8615], [0.2066, 5.0639, 0.0056], [1.6746, 4.8479, -0.5967], [2.7298, 5.4653, 0.3764], [2.7394, 4.7592, 1.7185], [-2.2875, 4.3439, 0.7767], [-3.1054, 4.2396, -0.7479], [-2.5650, 5.8014, -0.0439], [-0.7676, 3.5811, -1.1635], [-0.8461, 5.2162, -1.7429], [0.2236, 4.5054, 0.9324], [0.1436, 6.1378, 0.1935], [1.8924, 3.7729, -0.8188], [1.7186, 5.3814, -1.5754], [3.7210, 5.4218, -0.1195], [2.4975, 6.5267, 0.5238], [3.4747, 5.1813, 2.4068], [1.7628, 4.8289, 2.2657], [2.9622, 3.6747, 1.6308], [-1.1130, -2.0927, 3.6816], [-0.8490, -3.5010, 3.2351], [0.5792, -3.9749, 3.6273], [0.7479, -4.4914, 5.0457], [2.2423, -4.4144, 5.5022], [2.7866, -3.0435, 5.8296], [-0.9465, -1.9772, 4.7513], [-2.2336, -1.9757, 3.5721], [-0.6411, -1.3566, 3.0788], [-1.5495, -4.2422, 3.6219], [-0.9690, -3.5243, 2.1500], [1.2562, -3.1395, 3.4239], [0.9346, -4.6564, 2.8892], [0.1288, -3.8220, 5.6600], [0.4448, -5.5164, 5.2389], [2.2399, -4.9284, 6.4493], [2.9125, -4.9015, 4.7806], [2.6776, -2.3686, 4.9534], [2.2779, -2.5986, 6.7272], [3.8188, -3.1494, 6.1768], [-5.6433, -2.9535, -1.6089], [-5.0072, -3.6470, -1.4650], [-6.3012, -2.9267, -0.8758], [-5.9976, -0.7216, -3.9586], [-5.8319, -1.2089, -3.1355], [-5.3252, -1.1623, -4.5257], [-6.4419, 2.3193, -4.3358], [-5.6035, 2.0688, -4.7587], [-6.5908, 1.5016, -3.8399]], "atomic_forces_ev_per_a": [[-0.45, -0.64, -0.62], [1.47, 1.18, 0.11], [0.05, -1.92, 0.48], [-1.11, 1.67, -0.16], [-0.05, -1.68, -1.45], [-0.05, 0.53, 1.14], [-0.04, 0.07, -0.12], [0.39, 0.29, 0.06], [-0.17, 0.23, 0.64], [-0.28, -0.24, 0.21], [-0.42, -0.41, 0.03], [-0.16, 0.09, -0.12], [-0.39, 0.18, -0.64], [0.30, -0.01, -0.32], [0.05, -0.24, 0.17], [0.46, 0.92, 0.02], [-0.40, 0.31, 0.82], [0.84, -0.70, 0.46], [-0.61, 0.57, -0.52], [0.63, -0.10, -0.13], [-0.93, 0.61, 0.45], [0.35, -0.17, -1.15], [-0.64, 0.53, 0.99], [-0.50, 1.52, -0.68], [0.24, -0.96, 0.08], [-0.30, -1.89, 1.90], [0.31, 0.18, -0.29], [0.41, -0.18, -0.03], [-0.05, 0.11, 0.00], [0.04, -0.25, 0.13], [0.51, 0.07, 0.30], [-0.31, 0.16, -0.07], [-0.26, -1.37, -0.49], [0.41, 0.03, 0.15], [0.05, -0.47, -0.22], [-0.67, 0.49, -0.45], [0.61, 0.26, 0.36], [0.53, 0.80, -0.91], [-0.72, 0.74, 0.21], [0.87, -0.24, -0.31], [0.42, 0.74, 2.34], [0.67, 1.68, -0.49], [1.72, -0.79, -0.44], [-0.93, 0.64, -0.07], [-0.31, -0.50, -0.91], [-0.39, -0.58, 0.93], [-0.02, -0.20, -0.36], [-0.63, -0.23, -0.73], [0.03, -0.36, -0.63], [0.15, -1.18, -0.32], [-0.34, -0.25, -0.49], [-0.33, 0.13, 0.50], [-0.26, -0.05, 0.26], [-0.22, 0.71, 0.36], [0.05, -0.34, 0.55], [-0.40, -0.02, 0.41], [0.01, -0.10, -0.08], [0.10, 0.01, -0.13], [0.76, 0.03, -0.61], [-0.08, 0.55, -0.10], [-3.01, -0.81, 0.83], [1.35, -0.80, -0.17], [-0.48, 0.52, -0.78], [1.12, 1.13, -0.03], [-1.03, 0.05, 0.30], [-0.48, 0.84, 0.39], [0.38, 0.30, -0.01], [1.04, 0.42, 0.04], [0.66, 0.64, -0.33], [-0.27, 0.24, 0.20], [0.13, -0.17, -0.09], [-0.01, 0.29, 0.48], [0.14, -1.16, -0.45], [0.23, -0.29, 0.36], [-0.45, -0.09, -0.45], [0.45, -0.77, 0.24], [-0.32, -0.15, 0.18], [0.40, -0.13, 0.72], [0.06, -0.26, -0.97], [0.09, 0.24, -0.52], [-1.12, 0.84, 0.27], [0.08, -0.41, 0.42], [1.03, -0.35, -0.76], [1.10, -0.85, -0.18], [-0.35, 0.12, 0.14], [-0.76, 0.65, 0.18], [0.66, -0.56, -0.01], [-0.32, 0.45, -0.04], [-0.33, 0.07, 0.00]]}